C3H6O2S | wB97M-V/def2-TZVPD

```
! wB97M-V def2-TZVPD RIJCOSX def2/J DEFGRID3
* xyz 0 1
S -0.959 1.506 0.542
O 1.511 1.278 0.399
O -0.819 -1.186 -0.284
C -0.704 -0.401 0.819
C 0.610 2.033 0.682
C 0.092 -1.218 -1.259
H -2.011 -0.327 1.219
H 0.222 -0.403 -2.277
H 1.003 -1.282 -0.589
H -0.130 -2.398 -1.759
H 0.269 -0.756 1.343
H 0.917 3.154 1.163
*
```

Its molecular weight is 106.15 g/mol. As for the HOMO energy: -9.78 eV. For the orbital gap, the calculation gives 10.220 eV.